Here is a molecular structure, C4H6Br9NO2 in a non-equilibrium geometry from the Open Molecules 2025 dataset. Energies are from wB97M-V/def2-TZVPD.

For the LUMO energy, the calculation gives -0.80 eV. The net charge is 0. The HOMO energy is -10.3 eV. For the orbital gap, the calculation gives 0.3497 hartree. Its total energy is -640208.03780 eV.

```
22
Properties=species:S:1:pos:R:3:mulliken_charge:R:1
C -1.96522 1.13379 -3.24091 -0.65
N -0.59794 1.47178 -3.76407 0.90
O -0.33792 0.94350 -4.79187 -0.52
O 0.16781 2.20225 -3.13119 -0.54
H -2.42461 0.39933 -3.90244 0.31
H -2.47107 2.09868 -3.20644 0.27
H -1.63536 0.78819 -2.26118 0.23
C 3.76700 -2.14498 -0.43844 -0.31
Br 3.69548 -3.30660 1.17518 -0.01
Br 2.31253 -2.46157 -1.78027 0.00
Br 5.50689 -2.38291 -1.36512 -0.05
H 3.63084 -1.14545 -0.02552 0.32
C -2.22328 -1.08694 4.17200 -0.21
Br -2.72832 0.38442 5.39252 0.00
Br -3.15471 -2.77652 4.52393 -0.03
Br -0.23674 -1.35152 4.16432 0.00
H -2.45020 -0.75008 3.16048 0.22
C 0.16584 1.61169 0.89863 -0.23
Br 1.06377 -0.19737 1.02478 0.09
Br 1.47883 2.94879 1.62326 -0.02
Br -1.54744 1.73301 1.91215 0.02
H -0.01618 1.88851 -0.13980 0.22
```

Here is a molecular structure, C18H25N4OS5Ti in a non-equilibrium geometry from the Open Molecules 2025 dataset. Energies are from wB97M-V/def2-TZVPD.

For the LUMO energy (spin up / spin down), the calculation gives -6.12 / -5.84 eV. The net charge is +2. The HOMO energy (spin up / spin down) is -14.2 / -14.5 eV. The expectation value of S² is 0.754. For the orbital gap (spin up / spin down), the calculation gives 0.2983 / 0.3167 hartree. The spin multiplicity is 2. Its total energy is -104359.94297 eV.

```
54
Properties=species:S:1:pos:R:3:mulliken_charge:R:1
Ti -1.00019 0.25166 -0.32817 0.46
C -1.65449 1.81439 -3.34057 -0.91
C -0.50820 0.88297 -3.78496 -0.59
S -0.54198 -0.61504 -2.78763 0.07
C 1.19633 -1.14369 -3.01464 -0.38
C 1.56748 -2.02248 -1.81088 -1.05
S 1.43896 -1.24954 -0.21825 0.34
C 2.96210 -0.27305 -0.18133 -1.01
C 2.88436 1.07781 -0.91859 -0.71
S 1.39447 1.94974 -0.45928 0.22
C 1.24809 3.12189 -1.87830 -0.84
C -0.20689 3.71596 -1.78099 -1.06
S -1.50388 2.48931 -1.68197 0.12
H -2.61879 1.25825 -3.33411 0.37
H -1.85680 2.64405 -3.97598 0.65
H 0.44805 1.34801 -3.73114 0.12
H -0.69894 0.60364 -4.80291 0.52
H 1.74590 -0.21038 -3.08683 0.02
H 1.30782 -1.72019 -3.96564 0.50
H 2.54729 -2.43289 -2.07715 0.47
H 0.90345 -2.88363 -1.67762 0.40
H 3.76747 -0.86262 -0.60766 0.50
H 3.03732 -0.15001 0.90919 0.41
H 2.88609 0.90764 -1.99809 0.26
H 3.74603 1.67363 -0.84625 0.65
H 1.54356 2.77000 -2.82763 0.52
H 1.88725 4.03456 -1.64478 0.42
H -0.45791 4.32079 -2.60710 0.54
H -0.24785 4.33564 -0.93599 0.50
C 0.59281 2.14088 4.27793 -0.79
N 0.44233 0.78504 3.84270 0.19
C 1.08459 -0.34482 4.42381 -0.60
C 0.68595 -1.43800 3.75486 -0.53
N -0.18358 -1.06457 2.76277 0.61
C -0.34006 0.28698 2.82592 0.11
S -1.41568 1.18679 1.86513 -0.34
C -0.94626 -1.98930 2.02868 0.36
C -1.30082 -3.12256 2.64740 -0.67
C -2.04360 -4.10889 1.98635 -0.79
C -2.38105 -3.88601 0.70707 -0.88
C -2.07715 -2.67837 0.14071 -0.24
N -1.40024 -1.71632 0.79631 0.67
H -0.33942 2.63849 4.58487 0.34
H 0.87189 2.72810 3.39175 0.32
H 1.32254 2.21763 5.06354 0.32
H 1.92041 -0.21598 5.15812 0.38
H 0.85875 -2.48350 3.94827 0.59
H -1.06108 -3.27166 3.69325 0.57
H -2.45737 -4.94956 2.54750 0.44
H -2.86498 -4.62207 0.03866 0.42
H -2.35935 -2.43075 -0.96304 0.29
O -4.96490 0.30974 0.53451 -0.44
C -3.93794 0.19309 0.02086 0.63
N -2.92190 0.19921 -0.68263 -0.43
```

Here is C15H16O4 in the gas phase from the Open Molecules 2025 dataset. Energies are from wB97M-V/def2-TZVPD.

For the LUMO energy, the calculation gives -0.84 eV. The net charge is 0. The HOMO energy is -9.5 eV. For the orbital gap, the calculation gives 0.3183 hartree. As for the SMILES: CCOCCOCC1=CC(=O)c2ccccc2C1=O. Its total energy is -24002.76650 eV.

```
35
Properties=species:S:1:pos:R:3:mulliken_charge:R:1
C 3.38942 -1.12944 0.57808 -1.12
C 3.82512 0.32010 0.52724 -0.32
O 2.85051 1.17496 1.10077 -0.39
C 2.54230 2.32385 0.31022 -0.81
C 1.60114 1.96222 -0.85219 0.06
O 0.43119 2.75004 -0.91174 -0.44
C -0.48068 2.48436 0.11622 -0.76
C -1.46908 1.35932 -0.13829 0.75
C -2.64934 1.36524 0.48595 -0.66
C -3.61567 0.25782 0.33014 -0.05
O -4.80323 0.41763 0.42068 -0.56
C -3.00441 -1.06448 0.05795 0.46
C -3.60784 -2.25508 0.44649 -0.70
C -2.95833 -3.45951 0.18296 -0.47
C -1.72996 -3.47636 -0.47882 -0.59
C -1.13952 -2.28576 -0.89792 -0.61
C -1.78439 -1.08525 -0.61518 0.50
C -1.19460 0.20906 -1.05348 0.36
O -0.58666 0.30701 -2.08434 -0.51
H 2.98140 -1.39615 1.54741 0.29
H 4.27207 -1.74849 0.41914 0.39
H 2.69032 -1.37718 -0.21528 0.23
H 4.74840 0.42418 1.09984 0.42
H 4.03696 0.58155 -0.50850 0.31
H 3.47551 2.73246 -0.07616 0.35
H 2.08822 3.04082 0.98406 0.46
H 2.11227 2.12100 -1.79680 0.37
H 1.38830 0.89757 -0.78074 0.06
H 0.01659 2.27434 1.06744 0.30
H -1.06491 3.38837 0.26406 0.45
H -2.94846 2.17495 1.13480 0.44
H -4.56253 -2.21438 0.94638 0.48
H -3.41793 -4.38731 0.48880 0.40
H -1.23186 -4.41290 -0.67331 0.41
H -0.20032 -2.27454 -1.42588 0.52
```

Here is 2 unconnected molecules or ions with the total composition C3H9NS2 in a non-equilibrium geometry from the Open Molecules 2025 dataset. Energies are from wB97M-V/def2-TZVPD.

For the LUMO energy, the calculation gives -3.07 eV. The net charge is 0. The HOMO energy is -9.2 eV. For the orbital gap, the calculation gives 0.2264 hartree. Its total energy is -26413.46364 eV.

```
15
Properties=species:S:1:pos:R:3:mulliken_charge:R:1
S 3.64897 -0.48246 -0.31461 -0.16
S -2.65684 -0.51260 0.61232 -0.24
C -1.23459 0.68857 0.64722 -0.79
C 0.12023 -0.00862 0.84059 -0.30
C 0.61559 -0.63681 -0.44465 -0.05
N 0.60736 0.27241 -1.61855 -0.44
H -3.28660 -0.16212 1.73977 0.12
H -1.42424 1.36211 1.50138 0.39
H -1.30568 1.19887 -0.30746 0.38
H 0.14509 -0.59430 1.74750 0.33
H 0.86775 0.78916 0.97410 0.25
H 0.27043 -1.56574 -0.89760 0.43
H 1.74166 -0.79554 -0.32114 -0.41
H 1.56432 0.59779 -1.67022 0.25
H 0.32653 -0.15073 -2.48866 0.22
```

> What is the formula in the second record?

C18H25N4OS5Ti